(1)
# CH14O5S2

6 unconnected molecules or ions with the total composition CH14O5S2 (ωB97M-V with the def2-TZVPD basis set, OMol25).

Last column: Löwdin charge in e.
Element x y z (Å)
O -0.297 -1.014 -2.351  -0.0786
O 2.520 0.100 1.645  -0.0860
O -2.636 -0.415 -0.974  -0.0677
S 0.710 2.657 1.135  0.3921
H 0.136 -0.156 -2.415  0.0418
H -0.082 0.647 0.070  -0.0043
H 2.812 2.018 -0.320  -0.2126
H -1.087 2.051 -0.388  0.0333
H 2.236 0.912 2.086  -0.0160
H 3.446 0.222 1.420  0.0487
O -1.392 -1.643 1.038  -0.0799
H 0.228 -1.438 -1.626  0.0149
O 1.139 -1.828 -0.135  -0.0746
H 0.388 -2.056 0.448  0.0271
H -1.993 -1.039 0.538  0.0091
H -3.551 -0.626 -1.184  0.0614
H 1.464 -1.025 0.301  0.0069
H -1.950 -2.364 1.344  0.0509
C -0.561 1.556 0.422  -0.4757
S 1.852 2.928 -0.529  0.3363
H -2.101 -0.757 -1.718  0.0346
H -1.280 1.268 1.189  0.0383

Properties
Kohn-Sham gap ... 0.358 Ha
E_LUMO ... 0.4 eV
E_HOMO ... -9.355 eV
SMILES ... CSS.O.O.O.O.O
Multiplicity ... 1
Charge ... 0
Relative energy (zero: lowest compared OMol25 entry of this formula, charge and spin) ... 0.000 eV

=====

(2)
# CH14O7

7 unconnected molecules or ions with the total composition CH14O7 (ωB97M-V with the def2-TZVPD basis set, OMol25).

Last column: Löwdin charge in e.
Element x y z (Å)
H 3.420 2.245 -2.990  0.0483
O 3.969 3.014 -2.733  -0.0507
H -3.992 -1.149 -0.810  -0.0152
O -2.162 -1.480 2.213  -0.0189
H -4.994 -0.404 -1.725  0.0345
H -0.273 1.906 1.700  0.0522
O 6.394 -0.744 2.670  -0.0562
O -2.772 -2.756 -0.170  -0.1329
O -0.250 0.934 1.801  -0.0895
C -1.092 1.099 -1.558  -0.0756
H 4.380 3.013 -3.572  0.0022
H -2.392 -3.625 -0.463  0.0521
H -1.890 -0.598 1.963  0.0247
H 6.515 0.076 2.302  -0.0284
O -0.565 1.728 -0.639  -0.0612
O -4.106 -0.386 -1.362  -0.0553
H -1.449 -1.631 2.777  0.0175
H -2.077 1.309 -1.852  0.0490
H 0.493 0.567 1.270  0.0579
H -2.190 -2.569 0.681  0.0615
H -0.387 0.476 -2.197  0.0996
H 5.420 -1.026 2.695  0.0846

Properties
Kohn-Sham gap ... 0.387 Ha
E_LUMO ... 0.3 eV
E_HOMO ... -10.236 eV
SMILES ... C=O.O.O.O.O.O.O
Multiplicity ... 1
Charge ... 0
Relative energy (zero: lowest compared OMol25 entry of this formula, charge and spin) ... 1.240 eV

=====

(3)
# CH15N2O5

6 unconnected molecules or ions with the total composition CH15N2O5 (ωB97M-V with the def2-TZVPD basis set, OMol25).

Last column: Löwdin charge in e.
Element x y z (Å)
H 0.011 -0.713 -3.235  -0.0298
H 0.019 -4.189 -1.350  0.0262
H -0.195 -0.765 4.773  0.0551
H 0.471 0.792 -1.031  0.0660
H -0.355 -4.733 0.142  0.0384
H 0.892 -1.311 -1.567  -0.0006
H 0.114 2.440 -0.669  0.0790
N 0.053 -0.094 1.306  0.1387
H -0.053 -2.433 -0.843  0.0033
H -1.757 4.456 -1.367  0.0215
H -0.973 5.349 -0.342  0.0487
H -0.465 1.909 1.536  0.1434
H 1.445 -0.816 -3.859  0.0047
O 0.520 -1.652 -0.710  -0.1657
H 0.316 -0.809 0.535  0.0687
O -0.916 4.608 -0.969  -0.0654
C -0.108 1.130 0.875  -0.2599
N 0.089 1.478 -0.386  0.1498
O 0.016 -0.139 4.077  -0.0591
H 0.761 0.348 4.469  0.0660
O 0.960 -0.478 -3.066  -0.2783
H -0.271 -0.234 2.266  0.0655
O -0.574 -4.144 -0.585  -0.1162

Properties
Kohn-Sham gap (spin up / spin down) ... 0.083 / 0.394 Ha
E_LUMO (spin up / spin down) ... 0.0 / -0.1 eV
E_HOMO (spin up / spin down) ... -2.221 / -10.778 eV
Multiplicity ... 2
Charge ... 0
Relative energy (zero: lowest compared OMol25 entry of this formula, charge and spin) ... 0.278 eV

=====

(4)
# CH15NO5

A molecular structure, CH15NO5 (ωB97M-V with the def2-TZVPD basis set, OMol25).

Last column: Löwdin charge in e.
Element x y z (Å)
H -0.302 1.081 0.590  0.0874
H -0.150 0.140 1.934  0.1318
H 2.093 2.773 1.479  0.0421
H 1.800 1.527 0.477  -0.0136
N -0.651 0.249 1.055  0.0079
H 0.777 -0.215 -1.746  -0.0191
H -2.340 -1.956 -1.919  0.0367
O 2.773 0.172 -0.039  -0.0765
H -2.668 0.241 0.277  0.0839
H 2.101 -0.470 -0.354  0.0011
H 0.820 -2.151 -0.078  0.0617
C -2.082 0.097 1.180  -0.1152
O 0.903 0.577 -2.311  -0.0717
H -1.307 -1.990 -0.830  -0.0222
H 0.431 1.330 -1.952  0.0260
H -0.091 -0.698 0.335  0.0427
H -2.295 -0.894 1.560  0.0864
H 2.935 0.750 -0.795  0.0527
H -2.580 0.834 1.818  0.0802
O -2.137 -2.413 -1.096  -0.0713
O 0.522 -1.328 -0.498  -0.2584
O 1.448 2.343 0.911  -0.0926

Properties
Kohn-Sham gap ... 0.407 Ha
E_LUMO ... 0.4 eV
E_HOMO ... -10.669 eV
Multiplicity ... 1
Charge ... 0
Relative energy (zero: lowest compared OMol25 entry of this formula, charge and spin) ... 0.808 eV

=====

(5)
# CH15NO5

6 unconnected molecules or ions with the total composition CH15NO5 (ωB97M-V with the def2-TZVPD basis set, OMol25).

Last column: Löwdin charge in e.
Element x y z (Å)
H -1.837 0.524 0.592  0.0676
C -0.209 -0.870 0.531  -0.1679
H -1.511 -0.324 -3.682  0.0709
O 0.984 2.000 1.266  -0.0763
H -1.563 -3.481 1.818  0.0010
H 1.652 1.302 1.203  0.0083
H -1.257 2.312 -1.603  0.1338
O -2.352 -2.972 1.767  -0.0678
H 0.688 -0.171 0.468  0.0404
H 0.648 1.941 0.363  -0.0265
N -1.349 -0.157 1.204  -0.0667
O -0.746 0.179 -3.303  -0.1150
H 3.363 -0.641 -0.478  0.0285
O 3.888 -0.091 0.107  -0.0417
H -1.026 0.446 1.978  0.0736
H -0.451 -1.168 -0.464  0.0539
H 0.074 -0.476 -3.257  0.1212
O -0.471 1.867 -1.075  -0.1018
H -0.348 1.071 -1.591  -0.0201
H -2.049 -2.062 1.896  -0.0163
H 3.703 0.797 -0.180  0.0235
H 0.194 -1.626 1.231  0.0774

Properties
Kohn-Sham gap ... 0.337 Ha
E_LUMO ... -0.2 eV
E_HOMO ... -9.416 eV
SMILES ... CN.O.O.O.O.O
Multiplicity ... 1
Charge ... 0
Relative energy (zero: lowest compared OMol25 entry of this formula, charge and spin) ... 1.686 eV

=====

(6)
# CH15O14S

9 unconnected molecules or ions with the total composition CH15O14S (ωB97M-V with the def2-TZVPD basis set, OMol25).

Last column: Löwdin charge in e.
Element x y z (Å)
O 1.454 -2.188 -0.147  -0.4347
O -0.152 2.469 -1.132  -0.0541
O 1.158 -4.505 0.318  -0.4615
O -2.370 -0.881 -1.348  -0.0542
H -1.521 1.111 0.961  0.0117
O -2.268 1.210 1.568  -0.0579
O -2.605 3.954 -1.344  -0.0883
O 2.092 -3.771 -1.786  -0.4608
O -0.206 -3.462 -1.364  -0.4540
O 0.943 -1.855 2.324  -0.1236
H 4.117 -1.043 1.924  0.0022
H -2.644 -1.817 2.499  0.0330
H -3.073 -0.482 -0.833  -0.0071
O 3.529 -0.727 1.236  -0.0665
O 2.473 3.810 -2.833  -0.0763
O -0.257 0.494 -0.079  0.0244
O 1.629 1.247 -1.087  -0.0175
H 2.694 -0.569 1.685  -0.0001
H -1.564 -0.467 -1.016  0.0034
H -1.961 3.506 -0.784  -0.0101
H 0.401 -0.207 -0.252  0.1069
H 2.502 2.987 -2.335  0.0085
H 1.045 -2.099 1.387  -0.0559
H 3.363 4.161 -2.770  -0.0014
H 0.002 -1.695 2.434  -0.0378
H -2.051 -0.466 2.135  -0.0122
H -3.430 3.495 -1.176  0.0010
C 0.422 1.410 -0.799  -0.8219
S 1.116 -3.510 -0.749  0.1207
O -1.806 -1.371 2.372  -0.0508
H -3.032 1.260 0.991  0.0352

Properties
Kohn-Sham gap ... 0.148 Ha
E_LUMO ... 6.7 eV
E_HOMO ... 2.632 eV
Multiplicity ... 1
Charge ... -3

=====

no.,DFT total energy (Eh)
1,-1219.08466
2,-573.10538
3,-532.69437
4,-478.03748
5,-478.00524
6,-1498.58802